1 | The following is a quantum chemistry calculation of C4H5N3O4 in the gas phase, from the OMol25 dataset.

Structure (XYZ):
```
16
Properties=species:S:1:pos:R:3:lowdin_charge:R:1
C -1.9524 -0.1978 0.2960 -0.06
C -0.7411 0.4866 -0.4374 -0.15
C 0.5832 0.1067 0.0650 -0.26
C 0.7008 -0.0368 1.4836 -0.15
N 0.7722 -0.0008 2.6175 0.25
N 1.0393 -1.3041 -0.6070 -0.32
O 1.1499 -2.2564 0.1372 0.12
O 1.2282 -1.2302 -1.7848 0.12
N 1.7306 1.0501 -0.3593 -0.33
O 2.7613 0.5803 -0.6740 0.16
O 1.4540 2.2216 -0.1143 0.11
H -2.1659 -1.3557 0.0969 0.13
H -2.0065 -0.2413 1.2931 0.01
H -2.9107 0.2133 -0.0993 0.09
H -0.9657 1.5942 -0.3770 0.15
H -0.6772 0.3701 -1.5362 0.14
```

- SMILES = CCC(C#N)([N+](=O)[O-])[N+](=O)[O-]
- HOMO-LUMO gap (eV) = 10.995

2 | The following is a quantum chemistry calculation of C4H5N3O4 in the gas phase, from the OMol25 dataset.

Structure (XYZ):
```
16
Properties=species:S:1:pos:R:3:lowdin_charge:R:1
N -1.8994 -0.9359 1.1415 0.20
C -0.8304 -1.1172 0.4813 -0.52
O -0.5085 -2.1235 -0.0899 0.09
C 0.1144 0.2260 0.5135 -0.40
O -0.1624 1.0048 1.5408 0.12
N 1.4889 -0.1211 0.3022 0.19
C 1.9092 -0.0640 -1.0036 -0.45
O 2.9494 -0.3012 -1.5566 0.11
N 0.7192 0.4599 -1.7035 0.20
C -0.2989 0.7722 -0.8765 -0.41
O -1.2883 1.4591 -1.1172 0.09
H -2.0794 -0.0100 1.4694 0.11
H -2.5980 -1.7128 1.4047 0.19
H -0.3087 1.8760 1.2551 0.11
H 2.1499 -0.0944 1.0158 0.14
H 0.6429 0.6820 -2.7770 0.23
```

- SMILES = NC(=O)[C@@]1(O)NC(=O)NC1=O
- HOMO-LUMO gap (eV) = 10.128

Energies relative to the most stable structure, in kJ/mol: 1 805.5; 2 0.0.

1 | The following is a quantum chemistry calculation of C2H3N3O2S in the gas phase, from the OMol25 dataset.

Structure (XYZ):
```
11
Properties=species:S:1:pos:R:3:lowdin_charge:R:1
H 0.6165 2.7867 -0.0968 0.09
N 1.2420 1.9192 -0.2501 0.10
C 0.4480 0.8951 -0.0161 -0.49
O -0.9865 0.9261 0.1083 0.13
C -1.2826 -0.4023 -0.0591 -0.47
O -2.6249 -0.6348 -0.1713 0.08
N -0.3673 -1.2769 -0.0965 0.14
N 0.7518 -0.4323 0.1056 -0.46
S 2.4084 -0.8802 -0.1860 0.81
H -2.8549 -1.6118 -0.4484 0.19
H 2.6493 -1.2888 1.1105 -0.12
```

- SMILES = [H]/N=c1\oc(O)nn1S
- HOMO-LUMO gap (eV) = 9.292

2 | The following is a quantum chemistry calculation of C2H3N3O2S in the gas phase, from the OMol25 dataset.

Structure (XYZ):
```
11
Properties=species:S:1:pos:R:3:lowdin_charge:R:1
O 2.3834 -0.4774 0.4770 -0.11
N 1.7539 0.5129 -0.2988 -0.09
C 0.3715 0.3057 -0.3794 -0.60
N -0.4191 1.3036 -0.2302 0.10
O -1.8018 0.9268 -0.3097 -0.09
C -2.2223 -0.1839 0.2679 -0.35
N -1.6485 -1.3327 0.2906 -0.25
S -0.1278 -1.4230 -0.5544 0.96
H 2.9545 -0.9334 -0.2091 0.13
H 1.9518 1.4423 0.1788 0.16
H -3.1956 -0.1409 0.7673 0.14
```

- SMILES = ONC1=NOC=NS1
- HOMO-LUMO gap (eV) = 9.369

3 | The following is a quantum chemistry calculation of C2H3N3O2S in the gas phase, from the OMol25 dataset.

Structure (XYZ):
```
11
Properties=species:S:1:pos:R:3:lowdin_charge:R:1
O -0.1538 -1.5414 -1.6302 0.03
C -0.1365 -0.5390 -0.9174 -0.57
N -0.6660 0.6883 -1.1371 0.16
C -0.5510 1.4611 -0.1269 -0.59
O -0.7401 2.7835 -0.3041 0.06
N 0.1043 0.9071 0.8108 0.10
N 0.4734 -0.3468 0.2940 -0.40
S 0.8899 -1.5763 1.5249 0.72
H -0.8229 1.1073 -2.1190 0.22
H -1.6041 2.6460 -1.1186 0.26
H 0.0829 -2.7433 0.8066 0.00
```

- SMILES = O=c1[nH]c(O)nn1S
- HOMO-LUMO gap (eV) = 8.438

Energies relative to the most stable structure, in kJ/mol: 1 0.0; 2 225.5; 3 91.4.